#A
Below is an isolated ion of composition C5H11N2S and charge +1, with properties calculated with ωB97M-V/def2-TZVPD.

## Properties
lowest unoccupied orbital energy (alpha / beta)	-4.705 / -4.706	eV
charge	+1

Each atom is followed by the atoms it is bonded to, with distances in Å.
CARTESIAN COORDINATES (ANGSTROEM)
1 C 0.87354 0.64558 -1.74418  N6 1.340, N7 1.347, S8 1.724
2 C -1.27627 1.91994 -0.82018  S8 1.711, H9 0.999, H10 1.098
3 C -0.04549 0.06264 0.34616  C5 1.508, N6 1.373, H11 1.124
4 C -0.21313 -1.63087 2.43267  C5 1.590, H12 1.134, H13 1.105, H14 1.015
5 C -0.87113 -0.86057 1.20721  C3 1.508, C4 1.590, H15 1.158, H16 1.112
6 N 0.58119 -0.28503 -0.82548  C1 1.340, C3 1.373, H17 0.991
7 N 1.98344 0.37309 -2.45741  C1 1.347, H18 1.004, H19 0.988
8 S -0.26834 1.85415 -2.20140  C1 1.724, C2 1.711
9 H -2.24964 1.88450 -1.04032  C2 0.999
10 H -0.84825 2.36390 0.08787  C2 1.098
11 H 0.28470 0.92496 0.98736  C3 1.124
12 H -0.82983 -2.55835 2.64669  C4 1.134
13 H -0.15638 -1.04450 3.36791  C4 1.105
14 H 0.76418 -1.74662 2.18391  C4 1.015
15 H -1.77642 -0.18058 1.45197  C5 1.158
16 H -1.43462 -1.49739 0.49117  C5 1.112
17 H 0.46711 -1.25503 -0.99392  N6 0.991
18 H 2.78275 -0.08154 -2.05527  N7 1.004
19 H 2.23260 1.11171 -3.06475  N7 0.988

For reference, the Mulliken charges in units of e are: number 1, C, carries 0.437; number 2, C, carries -0.673; number 3, C, carries -0.302; number 4, C, carries -1.057; number 5, C, carries -0.729; number 6, N, carries -0.164; number 7, N, carries -0.444; number 8, S, carries 0.000; number 9, H, carries 0.455; number 10, H, carries 0.349; number 11, H, carries 0.530; number 12, H, carries 0.297; number 13, H, carries 0.323; number 14, H, carries 0.400; number 15, H, carries 0.314; number 16, H, carries 0.430; number 17, H, carries 0.315; number 18, H, carries 0.270; number 19, H, carries 0.249


#B
Below is a 2-piece molecular cluster, C5H11N2S overall, with properties calculated with ωB97M-V/def2-TZVPD.

## Properties
lowest unoccupied orbital energy	-4.513	eV
charge	+1

Each atom is followed by the atoms it is bonded to, with distances in Å.
CARTESIAN COORDINATES (ANGSTROEM)
1 C -0.28013 -1.75855 -2.60330  N6 1.256, H9 1.025, H10 1.053
2 C 0.29152 0.72976 1.21760  N7 1.315, S8 1.684
3 C -0.64997 2.01562 -0.31632  N7 1.467, H11 1.028, H12 1.091, H13 1.059
4 C -1.49868 1.87473 2.04332  N7 1.285, H15 1.074, H16 1.094
5 C 2.01768 -1.34823 0.95201  S8 1.796, H17 1.099, H18 1.075, H19 1.206
6 N 0.23644 -1.97781 -1.47956  C1 1.256, H14 0.962
7 N -0.74050 1.53102 1.06493  C2 1.315, C3 1.467, C4 1.285
8 S 0.26996 -0.94291 1.02292  C2 1.684, C5 1.796
9 H -1.09577 -2.28816 -2.92684  C1 1.025
10 H -0.00337 -1.04006 -3.32114  C1 1.053
11 H -1.09186 2.93361 -0.45431  C3 1.028
12 H -0.99935 1.28222 -1.04469  C3 1.091
13 H 0.36045 2.13680 -0.60937  C3 1.059
14 H -0.01762 -2.72218 -0.92619  N6 0.962
15 H -1.25084 1.34419 2.94393  C4 1.074
16 H -2.33470 2.55472 1.85257  C4 1.094
17 H 2.26234 -2.16566 1.64541  C5 1.099
18 H 2.57878 -0.45038 1.13606  C5 1.075
19 H 1.94562 -1.70876 -0.19704  C5 1.206

For reference, the Mulliken charges in units of e are: number 1, C, carries -0.477; number 2, C, carries -0.510; number 3, C, carries -0.920; number 4, C, carries -0.055; number 5, C, carries -0.705; number 6, N, carries -0.409; number 7, N, carries 0.298; number 8, S, carries 0.226; number 9, H, carries 0.261; number 10, H, carries 0.314; number 11, H, carries 0.414; number 12, H, carries 0.325; number 13, H, carries 0.385; number 14, H, carries 0.259; number 15, H, carries 0.274; number 16, H, carries 0.269; number 17, H, carries 0.353; number 18, H, carries 0.343; number 19, H, carries 0.354


Going by the energies, #A is most stable and the next is 2.117 eV up.


#A
Below is an isolated ion of composition C5H11N2S and charge +1, with properties calculated with ωB97M-V/def2-TZVPD.

## Properties
lowest unoccupied orbital energy (alpha / beta)	-4.477 / -4.520	eV
charge	+1

Each atom is followed by the atoms it is bonded to, with distances in Å.
CARTESIAN COORDINATES (ANGSTROEM)
1 C 2.49178 -0.90942 0.21112  C2 1.507, N6 1.284, H9 1.041
2 C 2.23249 -0.47365 -1.20795  C1 1.507, N7 1.440, H10 1.090, H11 1.040
3 C 0.41910 -1.45208 -0.08594  N6 1.344, N7 1.580, S8 1.816
4 C -1.86716 1.54336 1.45942  C5 1.496, H12 1.082, H13 1.101, H14 1.097
5 C -2.30360 1.05716 0.11321  C4 1.496, S8 2.242, H15 1.081, H16 1.047
6 N 1.39112 -1.19814 0.80622  C1 1.284, C3 1.344
7 N 0.94060 -1.02950 -1.51596  C2 1.440, C3 1.580, H17 1.113, H18 0.956
8 S -1.30606 -0.94931 0.17775  C3 1.816, C5 2.242, H19 1.278
9 H 3.42910 -0.88449 0.66394  C1 1.041
10 H 2.13567 0.60945 -1.13309  C2 1.090
11 H 3.02565 -0.68609 -1.84592  C2 1.040
12 H -1.25515 0.89875 2.07575  C4 1.082
13 H -2.81182 1.60406 2.02239  C4 1.101
14 H -1.36337 2.51595 1.51637  C4 1.097
15 H -3.36040 0.84971 0.01685  C5 1.081
16 H -1.83907 1.56927 -0.67285  C5 1.047
17 H 0.22563 -0.30100 -1.95981  N7 1.113
18 H 0.98279 -1.79303 -2.08912  N7 0.956
19 H -1.16730 -0.97099 1.44763  S8 1.278

For reference, the Mulliken charges in units of e are: number 1, C, carries -0.186; number 2, C, carries -0.526; number 3, C, carries -0.025; number 4, C, carries -0.844; number 5, C, carries -0.469; number 6, N, carries -0.359; number 7, N, carries -0.137; number 8, S, carries -0.039; number 9, H, carries 0.475; number 10, H, carries 0.236; number 11, H, carries 0.404; number 12, H, carries 0.248; number 13, H, carries 0.298; number 14, H, carries 0.307; number 15, H, carries 0.361; number 16, H, carries 0.343; number 17, H, carries 0.409; number 18, H, carries 0.292; number 19, H, carries 0.212


#B
Below is an isolated ion of composition C5H11N2S and charge +1, with properties calculated with ωB97M-V/def2-TZVPD.

## Properties
lowest unoccupied orbital energy (alpha / beta)	-4.455 / -4.619	eV
charge	+1

Each atom is followed by the atoms it is bonded to, with distances in Å.
CARTESIAN COORDINATES (ANGSTROEM)
1 C -2.10216 -0.25548 1.12948  C2 1.567, N6 1.249, H9 1.144
2 C -2.47959 0.53840 -0.16790  C1 1.567, S8 1.824, H10 1.130, H11 1.101
3 C 0.22157 -0.11160 -0.48270  C4 1.431, N7 1.516, S8 1.736
4 C 0.04403 -1.17335 -1.42480  C3 1.431, H12 1.017, H13 1.081, H14 1.105
5 C 1.50751 1.07207 1.22548  N7 1.526, H15 1.115, H16 1.077, H17 1.143
6 N -1.02506 -0.70784 1.57025  C1 1.249
7 N 1.62070 0.08402 0.06818  C3 1.516, C5 1.526, H18 1.040, H19 0.973
8 S -0.87152 1.22088 -0.69202  C2 1.824, C3 1.736
9 H -3.03097 -0.32391 1.79305  C1 1.144
10 H -2.95716 -0.24962 -0.82228  C2 1.130
11 H -3.09754 1.44968 -0.15704  C2 1.101
12 H 0.56004 -2.01344 -1.17418  C4 1.017
13 H 0.40158 -0.87327 -2.39952  C4 1.081
14 H -1.03520 -1.39524 -1.50204  C4 1.105
15 H 1.26428 2.03053 0.71114  C5 1.115
16 H 0.66878 0.61422 1.72234  C5 1.077
17 H 2.53730 1.33497 1.64469  C5 1.143
18 H 1.82893 -0.81613 0.54660  N7 1.040
19 H 2.28294 0.40587 -0.56813  N7 0.973

For reference, the Mulliken charges in units of e are: number 1, C, carries 0.156; number 2, C, carries -0.594; number 3, C, carries 0.076; number 4, C, carries -1.209; number 5, C, carries -0.785; number 6, N, carries -0.522; number 7, N, carries -0.092; number 8, S, carries -0.032; number 9, H, carries 0.362; number 10, H, carries 0.298; number 11, H, carries 0.421; number 12, H, carries 0.450; number 13, H, carries 0.336; number 14, H, carries 0.296; number 15, H, carries 0.376; number 16, H, carries 0.420; number 17, H, carries 0.312; number 18, H, carries 0.402; number 19, H, carries 0.328


Going by the energies, #B is most stable and the next is 0.691 eV up.


#A
Below is a single C5H8O3S molecule, with properties calculated with ωB97M-V/def2-TZVPD.

## Properties
lowest unoccupied orbital energy	-0.910	eV

Each atom is followed by the atoms it is bonded to, with distances in Å.
CARTESIAN COORDINATES (ANGSTROEM)
1 C -0.12610 0.97859 0.00837  C2 1.297, C3 1.339, S9 2.099
2 C -0.52355 2.21148 -0.06405  C1 1.297, H10 1.076, H11 1.079
3 C 0.71299 -0.06437 0.00296  C1 1.339, C4 1.486, C5 1.489
4 C 0.91060 -0.85791 -1.23832  C3 1.486, H12 1.091, H13 1.087, H14 1.087
5 C 1.24964 -0.62096 1.27547  C3 1.489, H15 1.091, H16 1.087, H17 1.089
6 O -2.01010 -0.16128 -1.38024  S9 1.429
7 O -1.41825 -1.60186 0.49676  S9 1.432
8 O -2.57056 0.49644 0.91858  S9 1.430
9 S -1.78967 -0.30157 0.02512  C1 2.099, O6 1.429, O7 1.432, O8 1.430
10 H -1.56700 2.45710 0.02479  C2 1.076
11 H 0.17549 3.02128 -0.20823  C2 1.079
12 H 0.18036 -1.66880 -1.22356  C4 1.091
13 H 1.90624 -1.29291 -1.26927  C4 1.087
14 H 0.73220 -0.26233 -2.13010  C4 1.087
15 H 0.73666 -1.56352 1.47426  C5 1.091
16 H 1.08640 0.05561 2.11071  C5 1.087
17 H 2.31463 -0.82499 1.17673  C5 1.089

For reference, the Mulliken charges in units of e are: number 1, C, carries -0.020; number 2, C, carries -0.847; number 3, C, carries 1.042; number 4, C, carries -1.188; number 5, C, carries -1.237; number 6, O, carries -0.508; number 7, O, carries -0.539; number 8, O, carries -0.559; number 9, S, carries 1.101; number 10, H, carries 0.297; number 11, H, carries 0.270; number 12, H, carries 0.349; number 13, H, carries 0.441; number 14, H, carries 0.317; number 15, H, carries 0.319; number 16, H, carries 0.345; number 17, H, carries 0.417


#B
Below is a single C5H8O3S molecule, with properties calculated with ωB97M-V/def2-TZVPD.

## Properties
lowest unoccupied orbital energy	0.207	eV
SMILES	C=C[C@]1(S(C)(=O)=O)CO1

Each atom is followed by the atoms it is bonded to, with distances in Å.
CARTESIAN COORDINATES (ANGSTROEM)
1 C 2.15077 1.14071 0.60236  C2 1.306, H10 1.098, H11 1.108
2 C 0.88393 0.83712 0.70122  C1 1.306, C3 1.433, H12 1.097
3 C 0.25050 -0.35414 0.21749  C2 1.433, S4 1.793, C8 1.768, O9 1.366
4 S -1.52888 -0.14801 0.13950  C3 1.793, C5 1.835, O6 1.467, O7 1.460
5 C -1.60451 0.60479 -1.53269  S4 1.835, H13 1.097, H14 1.066, H15 1.045
6 O -2.01265 0.81648 1.13293  S4 1.467
7 O -2.22999 -1.42715 0.07017  S4 1.460
8 C 0.84645 -1.96346 0.64120  C3 1.768, O9 1.410, H16 1.095, H17 1.089
9 O 0.90967 -1.25146 -0.57417  C3 1.366, C8 1.410
10 H 2.58390 2.05017 1.03937  C1 1.098
11 H 2.93084 0.38694 0.37788  C1 1.108
12 H 0.06658 1.55978 0.81173  C2 1.097
13 H -2.68827 0.63825 -1.69795  C5 1.097
14 H -1.25844 1.60960 -1.61849  C5 1.066
15 H -1.08689 0.05750 -2.25638  C5 1.045
16 H 1.78329 -1.91120 1.20539  C8 1.095
17 H 0.00370 -2.64592 0.74044  C8 1.089

For reference, the Mulliken charges in units of e are: number 1, C, carries -0.778; number 2, C, carries -0.527; number 3, C, carries 0.710; number 4, S, carries 1.133; number 5, C, carries -1.054; number 6, O, carries -0.612; number 7, O, carries -0.658; number 8, C, carries -0.341; number 9, O, carries -0.435; number 10, H, carries 0.293; number 11, H, carries 0.241; number 12, H, carries 0.314; number 13, H, carries 0.345; number 14, H, carries 0.377; number 15, H, carries 0.395; number 16, H, carries 0.287; number 17, H, carries 0.309


Going by the energies, #A is most stable and the next is 1.271 eV up.


#A
Below is a single C5H8O3S molecule, with properties calculated with ωB97M-V/def2-TZVPD.

## Properties
lowest unoccupied orbital energy	0.454	eV
SMILES	CC1(C)O[C@H](O)SC1=O

Each atom is followed by the atoms it is bonded to, with distances in Å.
CARTESIAN COORDINATES (ANGSTROEM)
1 C -0.61106 0.10634 1.12275  C2 1.509, H10 1.076, H11 1.073, H12 1.186
2 C 0.19820 0.46394 -0.09954  C1 1.509, C3 1.556, O4 1.463, C8 1.482
3 C -0.94483 0.96406 -1.02917  C2 1.556, H13 1.104, H14 1.176, H15 1.129
4 O 0.69820 -0.64296 -0.91471  C2 1.463, C5 1.341
5 C 1.89446 -1.09231 -0.50897  O4 1.341, O6 1.395, S7 1.852, H16 1.042
6 O 1.63765 -1.90329 0.59635  C5 1.395, H17 0.951
7 S 2.86136 0.46391 -0.23805  C5 1.852, C8 1.813
8 C 1.34400 1.35286 0.20477  C2 1.482, S7 1.813, O9 1.178
9 O 1.19207 2.42611 0.66585  C8 1.178
10 H -1.19309 -0.79759 1.07814  C1 1.076
11 H -1.36232 0.85300 1.29143  C1 1.073
12 H -0.07600 0.17374 2.17918  C1 1.186
13 H -1.78002 0.25067 -1.13651  C3 1.104
14 H -0.51539 1.23083 -2.09044  C3 1.176
15 H -1.25158 1.92342 -0.52019  C3 1.129
16 H 2.31537 -1.74540 -1.20278  C5 1.042
17 H 2.42455 -2.43710 0.61619  O6 0.951

For reference, the Mulliken charges in units of e are: number 1, C, carries -1.593; number 2, C, carries 1.198; number 3, C, carries -1.443; number 4, O, carries -0.483; number 5, C, carries 0.095; number 6, O, carries -0.506; number 7, S, carries -0.230; number 8, C, carries 0.354; number 9, O, carries -0.501; number 10, H, carries 0.404; number 11, H, carries 0.505; number 12, H, carries 0.256; number 13, H, carries 0.334; number 14, H, carries 0.317; number 15, H, carries 0.432; number 16, H, carries 0.544; number 17, H, carries 0.316


#B
Below is a single C5H8O3S molecule, with properties calculated with ωB97M-V/def2-TZVPD.

## Properties
lowest unoccupied orbital energy	0.163	eV
SMILES	C=C(O/C=C/C)[SH](=O)=O

Each atom is followed by the atoms it is bonded to, with distances in Å.
CARTESIAN COORDINATES (ANGSTROEM)
1 C 2.59432 -1.95837 -0.11380  C2 1.351, H10 1.057, H11 1.044
2 C 1.73503 -0.92076 -0.01862  C1 1.351, O3 1.341, S7 1.815
3 O 0.41012 -1.09402 0.09708  C2 1.341, C4 1.413
4 C -0.49200 -0.03108 -0.13596  O3 1.413, C5 1.308, H12 1.149
5 C -1.71949 -0.02723 0.31558  C4 1.308, C6 1.468, H13 1.160
6 C -2.73895 0.98947 0.02874  C5 1.468, H14 1.166, H15 1.140, H16 1.115
7 S 2.49879 0.71788 0.13780  C2 1.815, O8 1.471, O9 1.463, H17 1.329
8 O 2.76881 1.28801 -1.19131  S7 1.471
9 O 1.69608 1.54892 1.03574  S7 1.463
10 H 3.64205 -1.86749 -0.00859  C1 1.057
11 H 2.44515 -2.99084 -0.15849  C1 1.044
12 H 0.06381 0.90088 -0.51370  C4 1.149
13 H -2.37766 -0.85270 0.79656  C5 1.160
14 H -3.02276 1.65506 0.94303  C6 1.166
15 H -2.27356 1.80836 -0.61426  C6 1.140
16 H -3.63482 0.59589 -0.50496  C6 1.115
17 H 3.65516 0.65669 0.79059  S7 1.329

For reference, the Mulliken charges in units of e are: number 1, C, carries -0.971; number 2, C, carries 0.813; number 3, O, carries -0.383; number 4, C, carries -0.148; number 5, C, carries 0.004; number 6, C, carries -1.040; number 7, S, carries 0.716; number 8, O, carries -0.526; number 9, O, carries -0.540; number 10, H, carries 0.235; number 11, H, carries 0.340; number 12, H, carries 0.215; number 13, H, carries 0.260; number 14, H, carries 0.269; number 15, H, carries 0.281; number 16, H, carries 0.304; number 17, H, carries 0.171


Going by the energies, #A is most stable and the next is 3.082 eV up.